(1)
ORCA calculation (wB97M-V/def2-TZVPD) on one molecule with the formula C4H8O3.

```
! RIJCOSX wB97M-V def2-TZVPD def2/J DEFGRID3
* xyz 0 1
O -1.53963 0.24813 -0.14041
H -0.36647 -2.58260 -2.20137
H 0.37040 2.07730 -0.28253
O -0.10634 -1.44066 -0.55854
C -0.53716 -0.36725 0.12336
H 0.10068 -0.64089 2.14017
O 0.39301 1.28771 1.64122
C -0.95188 -1.86562 -1.62709
H -1.24085 -1.01558 -2.24831
C 0.41915 -0.05461 1.27073
H 0.93360 3.14051 1.03408
H -1.84942 -2.34372 -1.22755
H 1.99322 1.82840 0.43780
H 1.42977 -0.39041 0.98984
C 0.95192 2.11929 0.64860
*
```

- F_max (eV/Å) = 0.5
- electronic energy (a.u.) = -382.9126
- relative energy (zero: lowest compared OMol25 entry of this formula, charge and spin) (eV) = 1.421
- lowest unoccupied orbital energy (eV) = 0.865
- SMILES string = COCC(=O)OC

These are the natural (NBO) partial charges, in e, on atoms 1 to 5: O -0.584; H 0.196; H 0.178; O -0.509; C 0.759

=====

(2)
ORCA calculation (wB97M-V/def2-TZVPD) on C7H15MnN4Se as an isolated structure.

```
! RIJCOSX wB97M-V def2-TZVPD def2/J DEFGRID3
* xyz 3 2
C 0.79966 1.37948 -1.50360
C 1.67017 0.16171 -1.80592
H -1.31806 2.27012 0.63602
H 1.01887 -0.85026 2.60916
N -4.96002 -0.13043 -0.23356
C -1.15125 0.30511 1.49703
H 1.89035 -1.74992 -1.07613
H 0.33937 1.80060 0.94537
H 2.73012 0.42451 -1.85311
N -0.50384 -1.00358 1.11777
H -1.06860 -1.74358 1.54132
H -2.22767 0.17483 1.37105
H -0.97042 0.50408 2.55553
C 0.92035 -1.23184 1.59081
H -1.26546 1.31043 -1.35172
H 2.90582 -0.98791 0.78015
H 1.06483 -2.31314 1.62989
H 0.53988 1.89843 -2.42520
H 1.96953 0.49310 0.75216
H 1.41802 -0.28724 -2.77349
H 1.29347 2.10107 -0.85548
Mn -0.54531 -1.01407 -0.81014
N 1.43301 -0.88775 -0.76162
Se -2.72115 -1.67583 -1.36083
C -4.05241 -0.72121 -0.65449
C -0.62699 1.42693 0.61861
C 1.90275 -0.58568 0.63321
N -0.48502 0.93205 -0.81278
*
```

- F_max (eV/Å) = 0.9
- electronic energy (a.u.) = -4045.8509
- relative energy (zero: lowest compared OMol25 entry of this formula, charge and spin) (eV) = 0.000
- lowest unoccupied orbital energy (alpha / beta) (eV) = -16.493 / -16.452

These are the natural (NBO) partial charges, in e, on atoms 1 to 5: C -0.264; C -0.276; H 0.288; H 0.282; N 0.073

=====

(3)
ORCA calculation (wB97M-V/def2-TZVPD) on C60H46F2MgN6 as an isolated structure.

```
! RIJCOSX wB97M-V def2-TZVPD def2/J DEFGRID3
* xyz -2 1
C 0.69238 3.90838 3.40414
H 0.23457 -4.00135 -3.20108
H -0.65873 -4.24845 -0.83893
C 0.64078 5.09405 2.67712
H 0.38063 5.05107 1.62617
C 0.43414 2.61623 2.70010
H -7.95183 2.44399 0.07420
C 0.17115 -3.55875 -0.71216
C 6.86177 -2.70651 2.74587
N 1.46793 0.59135 1.85277
N -2.16658 -0.27007 -0.78026
C -7.32072 1.84501 0.72018
C 1.08241 -1.26955 -1.29315
N 0.69749 0.10205 -1.49299
H -5.55788 2.13945 -0.48166
C -7.84770 1.26468 1.86512
H 2.73771 0.38756 -2.81557
C -2.19813 -2.14222 -4.62839
C 2.21835 -2.09293 0.78290
H 5.95113 -2.87716 4.68337
H 4.13958 -0.62936 -2.74423
C -0.91987 2.28833 2.51032
C 0.98206 3.95292 4.76232
H 3.75486 -2.02436 3.92080
H -2.88311 -2.34641 -6.63782
H 0.49728 -0.15677 -3.55453
C -1.31092 -1.99350 -2.27994
H 2.96480 -4.11742 1.28501
C 2.91093 -1.01153 -4.45703
C -2.74877 1.37744 1.74263
H -2.80420 -1.26332 -4.45547
H 0.26260 -1.69582 2.72113
C -2.31852 -1.17295 -1.77583
H 7.48441 -2.41817 0.71177
H -1.20026 -2.44772 3.36457
H -7.41913 0.04876 3.58442
F -2.61945 3.43465 -2.12919
C 5.80993 -2.59677 3.64624
H -4.17426 -2.01906 -2.79478
C 4.36977 -1.75732 1.89364
C -0.47778 -3.65571 -3.93881
C 2.81705 -3.87828 -0.94160
H 0.04784 -3.45614 2.61192
C -1.15274 -2.28328 1.20643
C -0.13606 -2.21902 -1.41481
C -3.13321 2.21274 2.83465
C 0.34307 1.91491 -2.93362
C -3.76306 -1.34795 -2.05745
C 0.49072 0.51918 -2.69828
C -5.97981 1.67231 0.40027
C 5.43222 -1.86874 0.99992
C 4.57676 -2.12227 3.22142
C -7.02043 0.50805 2.68712
C 3.04201 -1.25934 1.43098
C 3.05889 -2.76101 -1.86543
H 1.37922 7.29650 5.14687
H 1.02069 3.02571 5.32096
C -0.49434 -4.24071 -5.19359
H 3.35534 -1.99074 -4.65115
C -1.98569 2.81455 3.28467
C -5.14244 0.90642 1.20915
C 2.93271 2.23088 2.55649
C 0.34424 2.63724 -4.13417
H 3.39604 -0.27675 -5.10338
C -0.14582 -2.35267 0.09288
C -4.42899 -0.65865 -1.12704
C 6.66881 -2.33907 1.42088
C -3.70737 0.71239 0.85508
H -4.13706 2.37460 3.19199
C 0.43336 3.98685 -2.35313
H 0.20226 -5.04400 -5.40949
C -1.35687 -2.60731 -3.59561
H 3.98145 -2.86145 -2.43455
C 3.07237 -0.63303 -2.98313
H -1.38440 -4.26128 -7.15869
C -3.42496 0.02002 -0.28351
H 5.26907 -1.58651 -0.03370
H -8.89225 1.40264 2.11825
C 1.18615 6.34793 4.65963
C 1.55720 1.88080 2.33319
H -5.49617 -0.64216 -0.96809
H 1.35835 -5.29285 -0.18485
H 4.73434 1.00409 2.25443
H 0.42127 4.84184 -4.41007
C 1.47719 -4.23419 -0.38979
C -5.68440 0.33296 2.36013
C 0.41511 3.97831 -3.76147
Mg -0.70530 1.38196 -0.43820
C -2.22033 -2.74193 -5.87568
C -1.37810 -3.80719 -6.17525
C 2.46722 -3.53500 0.51993
H 0.41596 4.84894 -1.70192
C -0.46701 -2.49085 2.55580
C 3.66181 1.12607 2.21137
H 0.30239 2.22167 -5.13100
N -1.42117 1.41856 1.55800
H 1.44859 5.19141 6.45014
N 0.40829 2.75609 -1.84654
H 1.86361 -1.07813 -4.75208
H 0.85104 7.22332 2.72632
H -1.65331 -1.32084 1.21024
H -5.03760 -0.25793 2.99784
H -1.89192 3.52961 4.08750
C -2.30099 3.02378 -0.80570
C 1.22462 5.16823 5.38988
C 2.39702 -1.61184 -2.02859
H 3.50815 -4.70550 -1.05561
H -1.91135 -3.05531 1.03778
H -3.30057 3.00264 -0.33269
C 2.70333 0.13753 1.78107
H 3.30176 3.17993 2.91469
F -1.77115 4.24311 -0.22426
H 7.82642 -3.07303 3.07598
C 0.89356 6.30670 3.30203
N 1.06856 -1.55830 0.17529
*
```

- F_max (eV/Å) = 0.5
- electronic energy (a.u.) = -3042.3642
- lowest unoccupied orbital energy (eV) = 4.034

These are the Mulliken partial charges, in e, on atoms 1 to 5: C -0.837; H 0.226; H 0.675; C 0.007; H 0.597

=====

(4)
ORCA calculation (wB97M-V/def2-TZVPD) on C2H3IN3S as an isolated structure at a distorted geometry.

```
! RIJCOSX wB97M-V def2-TZVPD def2/J DEFGRID3
* xyz 1 1
N -0.83590 -0.48858 1.22511
I 1.02878 2.45549 1.36133
H -0.76135 0.17447 1.98695
C 0.82650 0.83331 -0.05802
N -0.04810 -0.09955 0.16662
C -0.06637 -0.78868 -1.06415
H -1.88158 -0.69724 1.06455
H -0.48771 -1.85123 -1.04267
S 1.51958 0.89263 -1.60431
N 0.70616 -0.43063 -2.03541
*
```

- F_max (eV/Å) = 5.4
- electronic energy (a.u.) = -937.8258
- relative energy (zero: lowest compared OMol25 entry of this formula, charge and spin) (eV) = 0.798
- lowest unoccupied orbital energy (eV) = -4.887

These are the natural (NBO) partial charges, in e, on atoms 1 to 5: N -0.603; I 0.322; H 0.406; C -0.140; N -0.200

=====

(5)
ORCA calculation (wB97M-V/def2-TZVPD) on one molecule with the formula C24H31N3O5S.

```
! RIJCOSX wB97M-V def2-TZVPD def2/J DEFGRID3
* xyz 0 1
C -4.36804 -0.31138 -0.83525
H 1.09767 -2.78473 -3.73698
C 0.04081 1.50754 -0.43397
H 3.93057 -1.42282 0.63834
C -1.32482 1.56972 -0.66132
H -0.55289 -2.19610 -3.54187
H 2.45291 -0.72814 -0.59638
C 2.99225 1.13792 0.04380
C 5.42334 1.55919 0.05358
C -3.58972 0.27793 2.62881
C 4.38579 0.63433 0.18474
H -3.71200 1.41883 -1.59735
H -5.18357 -2.55161 2.75445
H -3.03630 -1.48020 0.13100
H -5.91730 -1.95871 0.37873
H 5.16995 2.58800 -0.15146
C -1.30675 -0.77100 -1.27852
H -1.66575 -0.79134 2.79575
C 6.02343 -1.08427 0.61799
H -5.50307 -0.35162 3.42353
O 0.83381 -1.96175 -1.17869
H -0.69707 4.16103 -0.88615
H -3.24470 0.67879 1.67503
N -3.99604 -1.44050 -0.19607
H 8.38380 -2.09548 1.82365
C 7.05384 -0.16160 0.45903
C -2.54022 4.97239 -0.09204
H 8.43823 -2.46313 0.07507
C -4.88662 -2.19355 0.64854
N 2.10198 0.19465 -0.37986
H -2.80302 -1.06526 4.14315
C -1.46376 3.90025 -0.14537
H -4.69820 -3.25897 0.48864
C -2.00849 0.41371 -1.07151
H -0.67031 -3.38200 -1.29981
H 7.54298 1.87691 0.06866
C 4.70559 -0.68625 0.47877
H -0.98178 3.79247 0.83501
H 1.00713 -3.90918 -1.53333
H 6.23439 -2.11500 0.85631
C 0.13284 -2.99903 -3.28376
C 0.05596 -0.83690 -1.04360
C 8.76744 -1.76653 0.85268
H -2.09960 5.92121 0.19910
C -2.71990 -0.90109 3.05900
O -2.09340 2.68423 -0.50938
C 6.73570 1.17055 0.17822
H -3.30455 4.69687 0.62970
C -4.95804 -0.38934 2.48069
N -3.38682 0.50666 -1.30248
C -4.61897 -1.85035 2.12470
H -3.00862 5.08120 -1.06658
H 0.59685 2.36934 -0.10975
S -5.94638 0.09720 -1.12413
C 0.28501 -3.12277 -1.77132
H -5.56802 0.07683 1.71064
O 8.37609 -0.44571 0.56290
O -3.22255 -2.02532 2.36428
C 0.73375 0.31670 -0.60821
H 9.85560 -1.75062 0.88335
H -1.84776 -1.62286 -1.65601
H -0.24788 -3.93221 -3.68897
H -3.58863 1.07948 3.36330
O 2.70027 2.29649 0.27528
*
```

- F_max (eV/Å) = 0.7
- electronic energy (a.u.) = -1871.8152
- relative energy (zero: lowest compared OMol25 entry of this formula, charge and spin) (eV) = 1.303
- lowest unoccupied orbital energy (eV) = 0.512
- SMILES string = CCOc1cc(NC(=S)NC[C@@H]2CCCO2)c(OCC)cc1NC(=O)c1ccc(OC)cc1

These are the natural (NBO) partial charges, in e, on atoms 1 to 5: C 0.304; H 0.215; C -0.349; H 0.201; C 0.350